{
  "formula": "C20H26N4O5S",
  "method": "ωB97M-V/def2-TZVPD",
  "species": ["C", "C", "C", "C", "C", "S", "O", "O", "N", "C", "C", "N", "C", "C", "O", "N", "C", "O", "N", "C", "C", "C", "C", "C", "O", "C", "C", "C", "C", "C", "H", "H", "H", "H", "H", "H", "H", "H", "H", "H", "H", "H", "H", "H", "H", "H", "H", "H", "H", "H", "H", "H", "H", "H", "H", "H"],
  "xyz": [[4.1523, 3.0994, -2.8729], [3.0753, 2.1769, -2.3935], [2.4006, 2.4480, -1.2094], [1.4069, 1.6061, -0.7419], [1.0899, 0.4824, -1.4771], [-0.1869, -0.6332, -0.9352], [0.0741, -1.9533, -1.4274], [-0.3917, -0.4742, 0.4804], [-1.5056, -0.0334, -1.8039], [-1.9277, 1.2742, -1.3149], [-3.4408, 1.3261, -1.0780], [-3.9550, 0.2275, -0.2860], [-4.0603, 0.4544, 1.1414], [-2.7222, 0.5008, 1.8959], [-1.9958, 1.4743, 1.8566], [-2.4499, -0.6264, 2.6043], [-1.2465, -1.0351, 3.2393], [-1.2223, -2.1245, 3.7618], [-0.2689, -0.1164, 3.2580], [1.0880, -0.5157, 3.5850], [1.8797, -0.8202, 2.3538], [2.7687, -0.0684, 1.6403], [3.1452, -0.8562, 0.5259], [2.4527, -2.0216, 0.6468], [1.6956, -2.0077, 1.7483], [-3.3954, -1.0766, -0.6437], [-2.5818, -0.9961, -1.9340], [1.7441, 0.1946, -2.6575], [2.7445, 1.0320, -3.1302], [3.4587, 0.7090, -4.4053], [5.1015, 2.5708, -2.9507], [4.2767, 3.9361, -2.1911], [3.9110, 3.4887, -3.8612], [2.6607, 3.3299, -0.6426], [0.8941, 1.8009, 0.1858], [-1.4146, 1.4812, -0.3742], [-1.6356, 2.0338, -2.0494], [-3.9596, 1.3099, -2.0433], [-3.6859, 2.2645, -0.5799], [-4.6994, -0.3328, 1.5527], [-4.5577, 1.4173, 1.2866], [-3.1330, -1.3735, 2.6020], [-0.3920, 0.6712, 2.6299], [1.5670, 0.2927, 4.1430], [1.0098, -1.4111, 4.2079], [3.1177, 0.9152, 1.8810], [3.8310, -0.5874, -0.2516], [2.4099, -2.8965, 0.0301], [-4.2231, -1.7882, -0.7606], [-2.7191, -1.4528, 0.1341], [-2.1108, -1.9579, -2.1380], [-3.2070, -0.7169, -2.7857], [1.4675, -0.7034, -3.1870], [3.3288, 1.5103, -5.1318], [4.5274, 0.5950, -4.2278], [3.0775, -0.2138, -4.8326]],
  "forces_ev_per_angstrom": [[-0.037, -0.032, 0.003], [-0.067, -0.041, 0.098], [-0.040, -0.082, -0.045], [-0.151, 0.000, 0.062], [-0.424, -0.141, 0.199], [-0.180, 0.371, -0.467], [0.005, -0.115, -0.302], [0.159, 0.226, -0.256], [0.926, -0.435, 0.334], [0.000, 0.810, 0.087], [0.166, 0.008, -0.248], [0.213, 0.012, 0.239], [-0.082, 0.100, -0.146], [-0.499, -0.019, 0.055], [0.101, 0.309, -0.111], [-0.036, -0.427, 0.070], [-0.355, 0.357, 0.185], [0.081, -0.459, 0.056], [0.138, 0.334, -0.054], [-0.040, -0.351, -0.149], [0.505, 0.869, 0.220], [-0.344, -0.321, 0.563], [-0.134, -0.602, -0.051], [0.737, 0.405, -0.638], [-0.427, -0.338, 0.492], [-0.240, -0.289, -0.168], [-0.267, -0.502, 0.133], [0.067, 0.004, -0.091], [-0.153, -0.084, 0.149], [-0.009, 0.019, 0.043], [0.112, 0.019, -0.042], [0.039, 0.064, 0.013], [0.052, 0.067, -0.085], [0.030, 0.094, 0.059], [-0.052, 0.058, 0.146], [-0.172, 0.191, -0.088], [-0.074, 0.034, 0.116], [0.070, 0.170, 0.045], [0.012, -0.002, -0.087], [0.000, 0.056, 0.088], [0.058, -0.112, 0.133], [0.153, 0.157, 0.001], [-0.079, -0.083, 0.123], [0.029, -0.172, -0.058], [0.113, 0.198, 0.028], [0.022, 0.227, 0.127], [0.116, -0.007, -0.227], [-0.083, -0.164, -0.015], [0.164, -0.094, 0.018], [-0.119, -0.035, -0.042], [-0.284, -0.026, -0.102], [0.094, -0.055, 0.025], [0.041, -0.114, -0.180], [0.037, 0.021, -0.112], [0.101, -0.022, -0.070], [0.012, -0.055, -0.077]],
  "nbo_charge": [-0.635, -0.016, -0.207, -0.177, -0.334, 2.329, -0.944, -0.973, -0.667, -0.269, -0.227, -0.437, -0.293, 0.690, -0.632, -0.655, 0.804, -0.634, -0.615, -0.271, 0.280, -0.326, -0.319, 0.094, -0.391, -0.245, -0.247, -0.197, 0.064, -0.649, 0.222, 0.220, 0.222, 0.213, 0.240, 0.235, 0.201, 0.191, 0.222, 0.196, 0.224, 0.417, 0.435, 0.214, 0.250, 0.223, 0.225, 0.212, 0.197, 0.195, 0.249, 0.205, 0.235, 0.219, 0.219, 0.221],
  "homo_ev": -8.25,
  "charge": 0,
  "orbital_gap_ev": 8.81,
  "energy_ha": -1771.14573,
  "relative_energy_kj_mol": 153.7,
  "mol_weight_g_mol": 434.518,
  "smiles": "Cc1ccc(S(=O)(=O)N2CCN(CC(=O)NC(=O)NCc3ccco3)CC2)cc1C"
}